Formula: C20H29AsN2O3RuS5
Source: OMol25
Level of theory: the ωB97M-V functional and the def2-TZVPD basis

XYZ file:
```
61
C20H29AsN2O3RuS5 (the ωB97M-V functional and the def2-TZVPD basis)
Ru 1.14486 -0.17026 0.12381
C 5.39803 0.61818 -2.18224
N 4.71863 1.73481 -1.51759
C 5.43768 3.01383 -1.49682
C 3.53693 1.57602 -0.95660
O 2.91670 0.48905 -0.98909
C 2.91522 2.77527 -0.25813
O 1.80179 2.33817 0.49793
C 0.64253 3.13829 0.42486
C -0.36722 2.45410 -0.48877
O -0.22012 1.23312 -0.74656
N -1.36236 3.15444 -0.99278
C -2.30209 2.55672 -1.94655
C -1.62095 4.55633 -0.64468
H 5.58120 0.87404 -3.22471
H 4.78190 -0.27065 -2.12913
H 6.35162 0.43350 -1.68878
H 6.13185 3.02532 -2.33237
H 6.00833 3.13113 -0.57481
H 4.76103 3.85635 -1.61549
H 2.61380 3.49454 -1.02543
H 3.63844 3.25473 0.40231
H 0.87707 4.14163 0.07329
H 0.22239 3.21824 1.43027
H -1.89439 1.63154 -2.33736
H -2.45638 3.25729 -2.76516
H -3.25893 2.36379 -1.46134
H -1.15882 4.82914 0.29849
H -2.69579 4.68845 -0.53904
H -1.26782 5.22151 -1.43309
S 2.78581 -4.23415 5.80110
C 2.45712 -3.30871 4.54728
S 2.87052 -3.73805 2.89423
C 2.25340 -2.31631 2.14995
C 1.63498 -1.36761 3.00744
S 1.00170 0.06092 2.43320
S 1.61999 -1.76475 4.67698
S 2.40308 -2.01720 0.52116
C -0.82314 -3.20731 1.23788
As -0.77724 -1.61354 0.15893
C -0.84027 -2.34134 -1.62996
C -2.51385 -0.76042 0.41734
C -3.62619 -1.77088 0.41310
C -4.18030 -2.20964 -0.78616
C -5.17827 -3.17475 -0.78924
C -5.63426 -3.70554 0.40877
C -5.09823 -3.26166 1.60950
C -4.09655 -2.30131 1.61034
H -1.73648 -3.74305 0.98772
H -0.82361 -2.96813 2.30055
H 0.04089 -3.82248 0.99660
H -1.58155 -3.13679 -1.67245
H 0.13990 -2.74598 -1.87629
H -1.09385 -1.56032 -2.34399
H -2.60169 -0.04195 -0.39606
H -2.45736 -0.22106 1.36272
H -3.84788 -1.77588 -1.72376
H -5.60431 -3.50766 -1.72661
H -6.41598 -4.45345 0.40717
H -5.46464 -3.66056 2.54641
H -3.68688 -1.94908 2.55174
```

The value obtained for the orbital gap (alpha / beta) is 6.00 / 5.61 eV. The total energy is -147916.7331 eV. Its total charge is +2.


Formula: C20H29BN2Pt
Source: OMol25
Level of theory: the ωB97M-V functional and the def2-TZVPD basis

XYZ file:
```
53
C20H29BN2Pt (the ωB97M-V functional and the def2-TZVPD basis)
Pt -0.12766 0.06526 -0.59978
C 3.85778 -1.64120 1.41972
C 2.32335 -1.52741 1.50507
C 1.69711 -2.86829 1.86078
C 1.86928 -0.95424 0.18949
C 1.38743 -1.73394 -0.89166
C 1.21863 -1.20674 -2.19887
C 1.46590 0.14082 -2.47264
C 1.31795 0.73201 -3.82733
C 1.80847 0.97872 -1.35059
C 2.07155 0.43193 -0.08454
H 4.24159 -2.01136 2.36893
H 4.33473 -0.68138 1.21776
H 4.15152 -2.34591 0.63952
H 2.07717 -0.79375 2.27896
H 1.99012 -3.65280 1.15994
H 0.60901 -2.82275 1.91418
H 2.05531 -3.17689 2.84128
H 1.17944 -2.78354 -0.72412
H 0.89146 -1.86174 -2.99624
H 0.84097 0.04601 -4.52253
H 2.31556 0.97469 -4.20647
H 0.75547 1.66612 -3.78860
H 1.91777 2.04725 -1.50130
H 2.39878 1.08420 0.71368
C -1.71114 -2.16005 0.59392
N -1.89750 -1.02277 -0.34868
C -2.38714 -1.53909 -1.65632
C -2.91587 -0.08213 0.23555
C -2.22306 0.75024 1.26266
C -2.86220 1.33832 2.34635
C -2.15412 2.18044 3.19023
C -0.81499 2.44424 2.95121
C -0.15621 1.85967 1.87222
C -0.87400 1.00262 1.06357
H -2.66217 -2.68421 0.69372
H -1.40416 -1.77585 1.56476
H -0.96919 -2.85031 0.20114
H -3.35301 -2.02011 -1.49562
H -1.68587 -2.27730 -2.04116
H -2.49733 -0.71301 -2.35292
H -3.73220 -0.67878 0.64590
H -3.30405 0.52827 -0.57869
H -3.91444 1.14920 2.51862
H -2.65246 2.64377 4.03032
H -0.26903 3.11649 3.59910
H 0.87766 2.11320 1.69382
B -0.81245 3.99992 -1.52538
C -1.09848 2.53067 -1.65890
N -1.25659 1.35162 -1.65829
H -0.19832 4.44734 -2.44700
H -0.01171 3.63912 -0.62244
H -1.70866 4.60344 -1.02234
```

The value obtained for the orbital gap is 6.64 eV. The total energy is -28095.5539 eV. Its total charge is +2.


Formula: C20H29BeClNP
Source: OMol25
Level of theory: the ωB97M-V functional and the def2-TZVPD basis

XYZ file:
```
53
C20H29BeClNP (the ωB97M-V functional and the def2-TZVPD basis)
C -4.05250 -1.41315 -0.17637
C -3.36806 -1.42196 -1.39561
C -2.11393 -0.79142 -1.49382
C -1.57480 -0.18390 -0.37200
C -2.23057 -0.17685 0.84494
C -3.49466 -0.81567 0.94522
C -1.42602 -0.81587 -2.81862
C -0.29226 0.17482 -3.08075
N -0.09504 1.25784 -2.02212
Be -0.21360 0.91136 -0.51549
C -1.59207 0.49928 1.99974
P 0.03677 1.70992 1.53267
H -3.75292 -1.89566 -2.29765
H -3.99318 -0.80258 1.91464
H -5.03583 -1.89264 -0.12595
H -1.15669 -0.21638 2.72259
H -2.27781 1.16726 2.54724
H -1.02283 -1.82899 -3.01294
H -2.17721 -0.67654 -3.61229
H 0.67404 -0.34064 -3.21094
C 0.86713 1.15896 3.14975
C -1.05744 3.22950 1.72743
H -0.50511 0.72952 -4.00545
C -1.23210 2.20991 -2.12769
C 1.18358 1.94209 -2.32570
H 1.14185 2.66309 1.46011
H -1.15065 2.70300 -3.10328
H -2.21307 1.69398 -2.08070
H -1.17594 2.97229 -1.33470
H 1.05288 2.56443 -3.22378
H 1.50904 2.56819 -1.47713
H 1.96115 1.18455 -2.52532
H -1.07389 3.58274 2.76262
H -0.66523 4.04221 1.10497
H -2.09229 3.04731 1.41185
H 0.33173 1.60260 3.99611
H 0.87588 0.06230 3.24288
H 1.90909 1.50819 3.20831
H 1.44034 -1.28975 -1.59715
Cl 0.16786 -2.68701 2.01253
C 1.81821 -2.43457 1.57175
C 2.80270 -2.65519 2.53911
C 4.14080 -2.35817 2.23511
C 4.45565 -1.79064 1.00216
C 3.46958 -1.58997 0.04105
C 2.15776 -1.99384 0.28060
C 1.15689 -2.01546 -0.82654
H 2.51701 -3.04694 3.49485
H 4.92182 -2.57939 2.96267
H 5.48624 -1.50584 0.77811
H 3.70260 -1.10849 -0.92375
H 1.11633 -2.99702 -1.35696
H 0.13880 -1.86080 -0.44631
```

The value obtained for the orbital gap is 6.40 eV. The total energy is -44911.2136 eV.


Computed energy above the lowest of the compared OMol25 structures with the same formula, charge and spin (eV) in order:
0.127, 0.000, 0.024
Computed maximum force (Eh/bohr) in order:
0.0278, 0.0070, 0.0774